Version 1
C8H12NO2 | ωB97M-V/def2-TZVPD

ORCA input file:
```
! RIJCOSX wB97M-V def2-TZVPD def2/J DEFGRID3
* xyz 1 1
C -2.0869 0.1262 -0.9596
C -2.8794 1.0791 -0.4120
C -2.4930 -0.3064 1.1968
C -1.7349 -0.7882 0.1589
C -0.6635 -1.5752 0.4135
C 0.7957 1.1107 -0.8172
C 1.9241 0.4022 1.2487
C 1.9675 -1.0914 -0.7875
N 1.1967 0.0015 0.0605
O -0.0834 -2.4494 0.8167
O -3.1722 0.7524 0.9099
H -2.0447 -0.0814 -2.0265
H -3.2994 1.9744 -0.6379
H -2.7583 -0.8174 2.1431
H 1.7745 1.5318 -1.1463
H 0.4568 0.5850 -1.7734
H 0.1576 1.7402 -0.1657
H 1.4355 1.2871 1.8470
H 1.9474 -0.4637 1.9379
H 2.8681 0.8124 0.9904
H 2.5991 -1.7906 -0.1789
H 1.3258 -1.4580 -1.4815
H 2.7668 -0.5812 -1.3368
*
```

Properties
Frontier orbital gap in eV: 8.206

***

Version 2
C8H12NO2 | ωB97M-V/def2-TZVPD

ORCA input file:
```
! RIJCOSX wB97M-V def2-TZVPD def2/J DEFGRID3
* xyz 1 1
C -0.3807 1.6337 -1.4673
C 0.5984 -1.8339 -1.1827
C -0.2497 1.1328 -0.1008
C 0.9005 1.0356 0.5491
C -1.4856 1.4402 -2.1748
C -1.3401 0.4552 0.7009
C -0.5907 -0.0207 2.0213
C 1.1662 -2.2251 -0.1738
N 0.8508 0.2683 1.8070
O 1.9208 -2.1641 0.8499
O -0.1429 -1.7316 -2.2703
H 0.5145 1.8685 -2.0215
H 1.9515 1.5505 0.3605
H -2.3813 1.1692 -1.7471
H -1.5725 1.9526 -3.0800
H -2.3319 0.8432 0.8147
H -1.5419 -0.5061 0.1966
H -0.8156 0.6733 2.8279
H -1.0019 -0.9810 2.1859
H 1.4316 -0.5937 1.5332
H 1.4238 0.7543 2.5906
H 2.8832 -2.4347 0.7312
H 0.1935 -2.2865 -2.9506
*
```

Properties
Frontier orbital gap in eV: 9.129

***

Short version: version 1, version 2, most stable first.

***

Version 1
C2F3N | ωB97M-V/def2-TZVPD

ORCA input file:
```
! RIJCOSX wB97M-V def2-TZVPD def2/J DEFGRID3
* xyz 0 1
F 2.0772 0.0388 -0.5492
C 0.9613 0.0575 0.0140
N 0.2892 -0.0030 1.1381
C -0.6662 -0.0715 -0.0110
F -1.2506 1.1029 -0.2950
F -1.4108 -1.1246 -0.2968
*
```

Properties
Frontier orbital gap in eV: 10.663
Structure (SMILES): FC1=NC1(F)F

***

Version 2
C2F3N | ωB97M-V/def2-TZVPD

ORCA input file:
```
! RIJCOSX wB97M-V def2-TZVPD def2/J DEFGRID3
* xyz 0 1
N 1.1469 1.7402 -0.5483
C 0.5090 0.8636 -0.1740
C -0.2891 -0.4060 0.1254
F -1.3564 -0.1715 0.8738
F 0.5883 -1.1151 0.7480
F -0.5987 -0.9112 -1.0250
*
```

Properties
Frontier orbital gap in eV: 13.958
Structure (SMILES): N#CC(F)(F)F

***

Short version: version 2, version 1, most stable first.

***

Version 1
CHF3N2O | ωB97M-V/def2-TZVPD

ORCA input file:
```
! RIJCOSX wB97M-V def2-TZVPD def2/J DEFGRID3
* xyz 0 1
F -0.2970 1.0158 0.6217
N 0.6007 1.2802 -0.4476
N 1.7228 1.4188 -0.3360
F 2.3727 1.3789 0.8593
O 0.0707 -1.6915 -0.1942
C -1.0498 -1.2708 -0.2573
F -1.9000 -1.5288 0.6853
H -1.5201 -0.6026 -0.9312
*
```

Properties
Frontier orbital gap in eV: 11.850
Structure (SMILES): F/N=N\F.O=CF

***

Version 2
CHF3N2O | ωB97M-V/def2-TZVPD

ORCA input file:
```
! RIJCOSX wB97M-V def2-TZVPD def2/J DEFGRID3
* xyz 0 1
F -2.8604 -1.4323 1.1313
N -3.2661 -0.9684 -0.2234
N -2.9431 0.1017 -0.6389
F -2.1737 1.0110 0.0553
O -0.1687 -1.4797 -0.0347
C 0.3104 -0.4917 -0.4759
F 0.0663 -0.0794 -1.7117
H 1.0226 0.1558 0.0809
*
```

Properties
Frontier orbital gap in eV: 11.731
Structure (SMILES): F/N=N\F.O=CF

***

Short version: version 2, version 1, most stable first.

***

Version 1
C2H7O2P | ωB97M-V/def2-TZVPD

ORCA input file:
```
! RIJCOSX wB97M-V def2-TZVPD def2/J DEFGRID3
* xyz 0 1
C 0.6419 -0.4051 1.4485
O 0.7728 -1.3170 0.3494
P -0.0752 -1.2133 -0.9794
C -0.1226 0.5354 -1.3756
O 0.5103 -2.1651 -1.9806
H 1.5344 -0.8050 2.0711
H -0.3823 -0.3143 1.8467
H 1.0611 0.5403 1.1063
H -1.4607 -1.3530 -0.9148
H 0.7902 1.0154 -1.3853
H -0.5872 0.5978 -2.3688
H -0.7524 1.0663 -0.5460
*
```

Properties
Frontier orbital gap in eV: 10.831
Structure (SMILES): CO[P@@H](C)=O

***

Version 2
C2H7O2P | ωB97M-V/def2-TZVPD

ORCA input file:
```
! RIJCOSX wB97M-V def2-TZVPD def2/J DEFGRID3
* xyz 0 1
C -1.3608 0.0748 -1.8350
O -0.6465 -1.0525 -1.3215
P -0.4296 -1.5123 0.2031
O 1.2436 -0.4985 0.5604
C 1.3568 0.2909 1.6608
H -0.7155 0.8965 -1.7176
H -2.0909 0.1674 -1.1148
H -1.8302 -0.1050 -2.9229
H 0.3909 -2.6768 -0.0579
H 1.0252 -0.2287 2.7057
H 0.8441 1.2216 1.7215
H 2.3521 0.4431 1.7382
*
```

Properties
Frontier orbital gap in eV: 10.109
Structure (SMILES): COPOC

***

Short version: version 1, version 2, most stable first.